The following is a quantum chemistry calculation of C48H58N3O2PrS3Si2 as an isolated structure at a distorted geometry, from the Open Molecules 2025 dataset.

## Properties
- multiplicity = 3
- <S²> = 2.00
- HOMO energy (Eh) = -0.067
- frontier orbital gap (eV) = 5.677
- energy relative to the best compared isomer or geometry (same formula, charge and spin) (eV) = 0.842
- total charge = -2

Geometry (Å):
Pr -1.3854 4.6316 -0.3557
C -3.2702 -1.1104 -5.3582
C -2.9274 0.1945 -4.6173
C -3.9726 1.2683 -5.0320
C -1.5595 0.6364 -5.2217
C -2.8377 0.0226 -3.1660
C -2.9633 -1.2331 -2.4869
C -2.8936 -1.3445 -1.0917
C -2.7257 -0.1824 -0.3637
S -2.3477 -0.0618 1.2733
C -2.1787 1.6028 1.1366
N -2.3070 2.1049 -0.0801
C -2.5905 1.0682 -0.9263
C -2.6276 1.1926 -2.3217
C -1.9088 2.4561 2.2679
C -1.4069 1.8232 3.4115
C -1.1667 2.6044 4.5677
C -1.5374 3.9876 4.5630
C -1.9998 4.5116 3.4025
C -2.0858 3.8757 2.1560
H -3.1027 -0.9050 -6.4033
H -4.2520 -1.5134 -5.1576
H -2.4467 -1.8557 -5.1375
H -4.1041 1.3598 -6.1396
H -3.6641 2.2229 -4.6239
H -4.9044 0.9325 -4.6188
H -1.6812 0.7316 -6.3365
H -0.8505 -0.1077 -5.1042
H -1.1237 1.6089 -4.8238
H -3.1350 -2.1672 -3.0805
H -2.8670 -2.3616 -0.6234
H -2.3589 2.2333 -2.7485
H -1.0997 0.7609 3.3630
H -0.8392 2.0917 5.4342
H -1.4125 4.6165 5.4513
H -2.2549 5.5753 3.5323
C 0.3043 7.7043 -2.1625
C -1.0309 7.0679 -1.7799
S -1.7398 7.3726 -0.1389
C -1.5744 6.1583 -2.6337
C -0.8508 5.5957 -3.8314
S -3.0823 5.1295 -2.3542
H 0.0067 8.4496 -2.8529
H 1.0132 6.9890 -2.5269
H 0.7844 8.2442 -1.3290
H 0.1062 6.0849 -4.0891
H -1.4643 5.6879 -4.6653
H -0.6444 4.5533 -3.6213
C 1.1749 -1.5854 6.0421
Si 1.8514 -1.8941 4.2386
C 2.4073 -0.1858 3.5839
C 3.5453 -2.6946 4.5273
C 0.8281 -3.0226 3.2768
C 1.5993 -3.6860 2.2783
C 1.3177 -5.0843 1.8988
C 2.0445 -5.6917 0.9265
C 3.0780 -4.9922 0.2931
C 3.3373 -3.6961 0.6764
N 2.6412 -3.0457 1.6277
Si -0.8152 -3.4802 3.9958
C -0.8893 -4.9843 5.1519
C -1.8188 -2.1529 4.9386
C -1.9430 -3.9540 2.5918
H 2.0112 -1.2389 6.6516
H 0.7453 -2.3904 6.5485
H 0.4431 -0.7924 6.0739
H 2.4829 -0.3294 2.4389
H 3.4521 0.0042 3.8230
H 1.9308 0.7027 3.9580
H 4.2687 -1.9714 4.9123
H 3.9947 -3.2744 3.7042
H 3.2527 -3.4689 5.2034
H 0.4552 -5.5080 2.3523
H 1.7307 -6.6550 0.5395
H 3.6348 -5.5007 -0.4697
H 4.2407 -3.1449 0.3082
H -0.3292 -4.8836 6.0569
H -0.5390 -5.9069 4.6140
H -1.9041 -4.9860 5.4518
H -2.8914 -2.2059 4.6584
H -1.5631 -1.0938 4.7355
H -1.6110 -2.2492 6.0222
H -1.8294 -4.9657 2.3355
H -1.4668 -3.4616 1.7314
H -3.0180 -3.6724 2.6083
C 0.3922 -3.7559 -2.0119
C 0.9972 -2.6069 -2.7208
C 1.4849 -2.8977 -4.0069
C 1.9950 -1.7756 -4.7015
C 2.0421 -0.5094 -4.2132
C 1.5722 -0.2090 -2.9246
N 1.5908 1.1090 -2.4124
C 2.4685 1.4896 -1.3563
C 3.5683 0.6895 -1.0431
C 4.3277 1.0490 0.0168
C 4.0955 2.1231 0.8164
C 3.0550 2.9623 0.5005
C 2.2499 2.6804 -0.6607
C 1.0949 3.5843 -0.8776
O 0.9852 4.6153 -0.1393
O 0.2158 3.2464 -1.7226
C 1.0727 -1.2827 -2.1818
C 0.5911 -1.0076 -0.7700
H 0.6527 -4.7334 -2.4775
H -0.6944 -3.7099 -2.0119
H 0.8535 -3.7920 -1.0528
H 1.4322 -3.8744 -4.4183
H 2.2419 -1.8882 -5.7469
H 2.3225 0.3621 -4.8141
H 0.7137 1.6345 -2.4757
H 3.6583 -0.1960 -1.5478
H 5.2025 0.3884 0.2611
H 4.6899 2.2824 1.7102
H 2.7638 3.7935 1.1771
H 0.1735 -0.0534 -0.6419
H 1.4676 -1.1395 -0.1698
H -0.1653 -1.7439 -0.4435